The following is a DFT calculation (ωB97M-V/def2-TZVPD) of the ion C10H13N2 with charge +1 in a non-equilibrium geometry.

Each line ends with the Mulliken charge.
Geometry (Å):
H1 -0.720 -2.413 -2.063  0.1962
H2 0.446 2.821 2.659  0.4922
H3 -2.429 -3.079 -1.576  0.4558
C1 1.058 -0.496 -1.875  -1.3268
N1 0.027 1.285 1.198  0.1346
H4 -2.059 -1.831 0.552  0.3443
C2 -0.888 0.301 1.055  -0.0577
H5 -2.233 -1.655 -2.331  0.3441
H6 0.606 -1.284 -2.327  0.2502
C3 -1.324 1.474 2.838  -0.6699
H7 0.578 2.300 -0.452  0.4861
H8 2.036 -0.158 -2.189  0.3273
C4 0.361 0.070 -0.920  0.5231
C5 -1.756 -2.313 -1.542  -1.3050
H9 -2.482 -0.257 2.152  0.2110
N2 -1.749 0.429 2.020  -0.0540
H10 2.751 0.196 0.467  0.3184
C6 0.901 1.470 0.067  0.0552
C7 -0.176 2.055 2.342  -0.0896
C8 -1.642 -1.489 -0.341  -0.3595
C9 -0.780 -0.435 -0.157  0.8792
C10 2.334 1.270 0.300  -1.2034
H11 2.583 1.884 1.199  0.3618
H12 2.949 1.695 -0.642  0.3272
H13 -2.005 1.907 3.603  0.3590

The spin multiplicity is 1. As for the energy relative to the best compared isomer or geometry (same formula, charge and spin): 3.1818 eV. The orbital gap is 8.50 eV. The structure (SMILES) is C=C1/C(=C\C)c2[nH]cc[n+]2[C@H]1C. As for the net charge: +1.